[1]
{"formula": "C22H66N14O18PZn2", "method": "the ωB97M-V functional and the def2-TZVPD basis", "elements": ["Zn", "Zn", "P", "O", "O", "O", "O", "C", "O", "N", "N", "H", "H", "H", "H", "C", "O", "N", "N", "H", "H", "H", "H", "C", "O", "N", "N", "H", "H", "H", "H", "C", "O", "N", "N", "H", "H", "H", "H", "C", "O", "N", "N", "H", "H", "H", "H", "C", "O", "N", "N", "H", "H", "H", "H", "C", "O", "C", "C", "N", "C", "C", "O", "C", "H", "H", "H", "H", "H", "H", "H", "H", "H", "H", "H", "H", "H", "H", "H", "C", "O", "C", "C", "N", "C", "C", "O", "C", "H", "H", "H", "H", "H", "H", "H", "H", "H", "H", "H", "H", "H", "H", "H", "C", "C", "O", "O", "H", "H", "H", "H", "H", "H", "C", "C", "O", "O", "H", "H", "H", "H", "H", "H"], "positions_angstrom": [[-2.1669, 0.2491, -1.1707], [2.3276, -0.1691, 0.9894], [-0.0080, 0.1843, -0.0615], [0.4911, -0.0629, 1.3772], [1.4082, 0.4010, -0.6063], [-0.9569, 1.3441, -0.2207], [-0.7920, -0.9798, -0.7168], [2.1713, -2.9334, -0.4556], [2.3837, -2.1382, 0.4534], [1.0450, -2.9199, -1.0856], [2.9772, -3.8814, -0.7267], [0.3094, -2.2632, -0.8667], [0.9340, -3.6953, -1.7232], [3.9181, -3.9390, -0.3643], [2.6669, -4.4513, -1.5007], [-1.1608, 4.7174, -0.0583], [-1.3464, 5.9039, 0.2597], [-1.6824, 3.8132, 0.6862], [-0.5479, 4.2192, -1.0723], [-1.2693, 2.9129, 0.4891], [-2.0716, 4.1181, 1.5670], [-0.4899, 3.2143, -1.1554], [-0.3593, 4.7092, -1.9351], [-1.1605, -3.5551, 2.4744], [-1.3885, -4.6311, 3.0177], [-1.3888, -3.1846, 1.2901], [-0.6460, -2.5821, 3.1324], [-1.1153, -2.2659, 0.9718], [-1.7890, -3.8717, 0.6675], [-0.4429, -1.7264, 2.6357], [-0.7745, -2.6281, 4.1331], [-3.8640, -0.5385, 1.6839], [-3.3301, -0.1650, 0.6477], [-3.1981, -1.0133, 2.6683], [-5.0850, -0.5101, 2.0155], [-3.6187, -1.2928, 3.5430], [-2.1913, -1.0768, 2.6189], [-5.6757, -0.2342, 1.2441], [-5.3437, -1.0957, 2.7967], [5.1472, 0.3393, -0.5763], [4.2534, 0.0616, 0.1934], [5.2712, -0.1404, -1.7578], [6.0335, 1.1950, -0.3521], [4.4840, -0.7141, -2.0249], [5.9774, 0.1556, -2.4164], [6.9192, 1.2441, -0.8350], [5.9337, 1.6553, 0.5413], [-4.2492, -2.0622, -1.8944], [-3.5241, -1.0964, -1.8286], [-5.5072, -2.1037, -1.4141], [-3.8640, -3.2385, -2.3977], [-6.1022, -2.9179, -1.3594], [-5.7440, -1.2202, -0.9858], [-2.9701, -3.4752, -2.8039], [-4.5102, -4.0130, -2.4479], [-2.2386, -0.0066, -7.2010], [-2.2040, -0.2543, -5.8234], [-0.9051, -0.2854, -5.2773], [-0.9665, -0.3937, -3.7322], [-1.5109, 0.8147, -3.0199], [-2.7322, 1.3591, -3.5978], [-3.3498, 2.3870, -2.6318], [-3.4479, 1.8819, -1.3249], [-4.1716, 2.7364, -0.4442], [-2.2091, 1.0771, -7.3137], [-3.2285, -0.2333, -7.5968], [-1.4798, -0.5393, -7.7743], [-0.2686, 0.5397, -5.5970], [-0.4370, -1.2247, -5.5716], [-0.0569, -0.7928, -3.2835], [-1.6575, -1.2008, -3.4891], [-0.7909, 1.5091, -3.1597], [-3.4343, 0.5961, -3.9340], [-2.5899, 1.7995, -4.5846], [-4.3218, 2.5793, -3.0860], [-2.7512, 3.2973, -2.5989], [-5.2354, 2.7222, -0.6811], [-3.8629, 3.7818, -0.4459], [-4.0857, 2.4169, 0.5943], [2.3039, -4.0050, 4.8253], [3.1354, -2.9084, 4.4287], [3.7037, -3.1059, 3.1669], [4.3274, -1.7688, 2.7422], [3.3128, -0.6855, 2.8629], [3.8365, 0.5089, 3.4013], [3.0087, 1.7601, 3.1014], [2.5361, 1.7616, 1.7352], [2.3604, 3.0577, 1.3185], [2.1523, -4.0112, 5.9047], [2.5941, -5.0106, 4.5211], [1.3037, -3.8723, 4.4130], [2.9061, -3.3233, 2.4565], [4.4653, -3.8838, 3.2214], [4.5752, -1.9049, 1.6895], [5.3025, -1.6218, 3.2066], [2.7824, -1.0918, 3.6203], [4.8192, 0.6974, 2.9691], [3.9460, 0.5158, 4.4858], [3.5956, 2.6200, 3.4243], [2.0951, 1.7898, 3.6952], [2.0510, 3.0453, 0.2734], [3.2249, 3.7110, 1.4368], [1.6235, 3.5369, 1.9630], [2.5060, 1.8813, -3.0213], [2.6437, 0.5084, -3.6882], [2.7006, -0.4639, -2.6933], [1.2614, 2.0633, -2.3851], [2.5960, 2.6780, -3.7598], [3.3578, 1.9172, -2.3422], [3.5442, 0.3656, -4.2855], [1.7961, 0.2792, -4.3341], [2.2551, -0.2304, -1.8756], [1.2081, 1.4332, -1.6628], [-2.3822, 1.8543, 4.7037], [-1.4213, 1.7281, 3.5484], [-0.5425, 0.6570, 3.6016], [-1.7322, 2.2616, 5.8447], [-2.9152, 0.9193, 4.8766], [-3.1950, 2.5672, 4.5647], [-0.8503, 2.6495, 3.4341], [-1.9797, 1.6808, 2.6135], [-0.2727, 0.5087, 2.6923], [-0.9218, 2.7125, 5.5965]], "multiplicity": 2, "total_energy_ha": -6898.5215, "homo_lumo_gap_ha": [0.3270, 0.1157], "s_squared": 0.755, "e_homo_ha": [-0.476, -0.476], "lumo_energy_ev": [-4.06, -9.81], "total_charge": 2}

***

[2]
{"formula": "C2H3F2N", "method": "the ωB97M-V functional and the def2-TZVPD basis", "elements": ["C", "C", "N", "F", "F", "H", "H", "H"], "positions_angstrom": [[0.3287, 0.6655, -0.1749], [-0.1391, -0.7308, -0.5320], [-0.9845, 0.0462, 0.0788], [1.3986, -0.9930, 2.0230], [-2.3262, 0.2555, -0.4237], [0.8643, 1.0151, 0.7091], [0.6701, 1.4530, -0.8435], [0.1882, -1.7116, -0.8367]], "e_above_lowest_kcal_mol": 180.1, "multiplicity": 1, "total_energy_ha": -332.1708, "homo_lumo_gap_ha": [0.1807, 0.3612], "e_homo_ha": [-0.308, -0.432], "lumo_energy_ev": [-3.45, -1.92]}

***

[3]
{"formula": "C2H5N3S3", "method": "the ωB97M-V functional and the def2-TZVPD basis", "elements": ["C", "C", "H", "H", "H", "H", "H", "N", "N", "N", "S", "S", "S"], "positions_angstrom": [[0.9435, -0.0647, 0.3026], [-2.6918, -1.1093, -0.3598], [-1.3675, 2.0091, -0.4319], [1.7414, 1.8084, -0.1599], [-3.5220, -0.7081, -0.9365], [-2.9177, -2.0446, 0.1878], [4.1482, -1.2776, -0.1103], [0.7547, 1.2745, -0.0690], [-1.6216, -0.3661, -0.1748], [1.9951, -0.8272, 0.3083], [-0.4647, 2.3443, 0.4750], [-0.5066, -0.9534, 0.8992], [3.5091, -0.0852, 0.0694]], "e_above_lowest_kcal_mol": 63.9, "multiplicity": 1, "total_energy_ha": -1437.9418, "homo_lumo_gap_ha": 0.3239, "e_homo_ha": -0.305, "lumo_energy_ev": 0.52}

***

[4]
{"formula": "C20H25MgO6SSe2", "method": "the ωB97M-V functional and the def2-TZVPD basis", "elements": ["Mg", "O", "C", "O", "C", "O", "C", "C", "O", "O", "H", "H", "H", "H", "H", "C", "Se", "C", "C", "Se", "C", "H", "H", "H", "H", "H", "H", "H", "H", "H", "H", "O", "S", "C", "C", "C", "C", "C", "C", "C", "C", "C", "C", "C", "C", "H", "H", "H", "H", "H", "H", "H", "H", "H", "H"], "positions_angstrom": [[-0.0193, 1.2860, 1.1943], [-0.6299, 5.1162, 3.2129], [-0.5681, 4.0079, 2.4870], [-0.3904, 2.8876, 2.9277], [-0.6953, 4.3615, 1.0346], [-0.8434, 3.2008, 0.2589], [-2.1925, 2.8497, -0.1979], [-2.8098, 1.8027, 0.6807], [-4.0353, 1.7889, 0.7439], [-1.9400, 0.9967, 1.2190], [-0.4880, 4.8753, 4.1499], [0.2309, 4.8295, 0.7178], [-1.5185, 5.0889, 0.8852], [-2.1515, 2.3877, -1.1986], [-2.8080, 3.7492, -0.2670], [2.6295, -0.9586, 2.5171], [1.8627, 0.5864, 3.3484], [3.3494, 1.8343, 2.9254], [3.8968, 1.6604, 1.5276], [2.5679, 1.9517, 0.1176], [3.0254, 0.5097, -1.1132], [3.7088, -1.0157, 2.6824], [2.3944, -0.9940, 1.4697], [2.1465, -1.7819, 3.0405], [4.1307, 1.6833, 3.6504], [2.9115, 2.8143, 3.0664], [4.3646, 0.6957, 1.3541], [4.6178, 2.4361, 1.3425], [4.0299, 0.6759, -1.4984], [2.2931, 0.5633, -1.9018], [2.9433, -0.4495, -0.6154], [0.2111, -0.5874, 0.1197], [-1.0830, -0.9149, -0.6778], [-0.5290, -1.2469, -2.3512], [0.5046, -2.0830, -2.6937], [0.8335, -2.2239, -4.0500], [0.1003, -1.6202, -5.0391], [-0.9333, -0.7604, -4.7016], [-1.2469, -0.5971, -3.3657], [-1.7477, -2.5140, -0.2051], [-3.1549, -2.5990, -0.2547], [-3.7794, -3.7782, 0.1353], [-3.0043, -4.8292, 0.6681], [-1.6135, -4.7007, 0.7742], [-0.9815, -3.5342, 0.3533], [1.0661, -2.5776, -1.9286], [1.6804, -2.8102, -4.3541], [0.3534, -1.8237, -6.0730], [-1.4952, -0.1996, -5.4270], [-2.0540, 0.0940, -3.0864], [-3.7323, -1.7516, -0.6239], [-4.8668, -3.8565, 0.1396], [-3.5205, -5.7187, 0.9803], [-1.0802, -5.4370, 1.3458], [0.0603, -3.3700, 0.5539]], "e_above_lowest_kcal_mol": 0.0, "multiplicity": 1, "total_energy_ha": -6629.5864, "homo_lumo_gap_ha": 0.3465, "e_homo_ha": -0.431, "lumo_energy_ev": -2.29, "total_charge": 1}

***

[5]
{"formula": "C23H78N12O16", "method": "the ωB97M-V functional and the def2-TZVPD basis", "elements": ["C", "C", "O", "H", "H", "H", "H", "H", "H", "C", "C", "O", "H", "H", "H", "H", "H", "H", "C", "C", "O", "H", "H", "H", "H", "H", "H", "C", "C", "O", "H", "H", "H", "H", "H", "H", "C", "C", "O", "H", "H", "H", "H", "H", "H", "C", "C", "O", "H", "H", "H", "H", "H", "H", "C", "C", "O", "H", "H", "H", "H", "H", "H", "C", "O", "N", "N", "H", "H", "H", "H", "C", "O", "N", "N", "H", "H", "H", "H", "C", "O", "N", "N", "H", "H", "H", "H", "C", "O", "N", "N", "H", "H", "H", "H", "C", "O", "N", "N", "H", "H", "H", "H", "C", "O", "N", "N", "H", "H", "H", "H", "C", "O", "H", "H", "H", "H", "C", "O", "H", "H", "H", "H", "C", "O", "H", "H", "H", "H"], "positions_angstrom": [[-0.8225, -16.1490, 3.5278], [-0.3151, -16.8591, 2.3143], [-0.8386, -16.3562, 1.0918], [-0.5694, -16.5922, 4.4736], [-1.8494, -15.9045, 3.4060], [-0.1224, -15.1858, 3.6657], [-0.5508, -17.9124, 2.3781], [0.7590, -16.8407, 2.1968], [-0.5129, -15.4229, 0.9527], [0.1406, -15.3938, -3.2836], [-1.1472, -15.0922, -2.4519], [-1.0916, -13.7144, -2.1644], [0.5499, -16.3284, -3.0501], [0.9291, -14.6247, -3.0902], [-0.0865, -15.4575, -4.3314], [-1.2856, -15.6260, -1.5236], [-2.0645, -15.1631, -3.0928], [-2.0071, -13.3671, -2.0781], [-0.3135, -19.4703, 4.9831], [-0.5173, -20.0380, 6.4008], [-0.7530, -18.9719, 7.2748], [-1.1946, -18.9717, 4.5789], [-0.0558, -20.2993, 4.4307], [0.5625, -18.7965, 4.8615], [0.3685, -20.6995, 6.5873], [-1.4106, -20.6201, 6.3145], [-1.4668, -18.3993, 6.9504], [-4.6930, -12.9991, 1.1701], [-4.1592, -14.3127, 1.4832], [-3.1650, -14.5583, 0.5299], [-4.0976, -12.2315, 1.6187], [-5.6357, -12.7856, 1.6177], [-4.8714, -12.7875, 0.0704], [-4.9408, -15.1098, 1.4577], [-3.5763, -14.3238, 2.4645], [-3.0229, -15.5213, 0.5912], [2.7292, -16.8138, 4.0923], [3.1374, -15.8506, 3.0078], [4.2192, -16.3466, 2.2718], [3.5338, -17.1103, 4.7639], [2.1821, -17.6379, 3.6654], [2.0001, -16.3014, 4.7735], [3.3474, -14.9114, 3.4867], [2.4260, -15.6082, 2.2449], [4.4946, -15.7355, 1.6144], [-6.7441, -15.2982, 4.0504], [-5.3496, -15.7829, 4.4587], [-5.6076, -17.0558, 4.9142], [-7.4093, -14.9765, 4.8083], [-7.3826, -16.0063, 3.4126], [-6.4966, -14.3808, 3.4795], [-4.7135, -15.1863, 5.1356], [-4.6067, -15.8024, 3.6814], [-4.7814, -17.4641, 5.0874], [2.4244, -18.1512, -1.2124], [2.2952, -16.6195, -0.9785], [3.1211, -15.9278, -1.8069], [3.4129, -18.5901, -0.9935], [2.1030, -18.3764, -2.2272], [1.6335, -18.5394, -0.5820], [2.5714, -16.4204, 0.0933], [1.2931, -16.2675, -1.1937], [3.0295, -16.2544, -2.6297], [1.0144, -11.5188, 5.3808], [0.1474, -10.6012, 4.7991], [1.4481, -11.4217, 6.5851], [1.2330, -12.6573, 4.7960], [1.2674, -10.5446, 7.0823], [2.0325, -12.0884, 7.1610], [0.8894, -12.6820, 3.7695], [1.8623, -13.4003, 5.0947], [-3.0248, -16.8454, 6.9707], [-2.6149, -15.6407, 6.3882], [-3.0988, -17.9582, 6.3439], [-3.2478, -16.8798, 8.2180], [-2.9837, -17.8498, 5.3055], [-3.3004, -18.8282, 6.6951], [-3.1006, -16.0500, 8.8170], [-3.5140, -17.7411, 8.7115], [-2.4788, -12.7301, 4.4711], [-3.7871, -12.9918, 4.7121], [-2.0643, -11.6608, 3.8077], [-1.4834, -13.3682, 5.0451], [-2.8324, -11.0133, 3.6082], [-1.1332, -11.2323, 4.0961], [-1.7163, -14.1452, 5.6617], [-0.4878, -13.1308, 4.8430], [1.9181, -20.6450, 1.6854], [1.6776, -19.3248, 1.9913], [0.9568, -21.5028, 1.6921], [3.1095, -21.0746, 1.2752], [0.0524, -21.1198, 2.0793], [1.1358, -22.5167, 1.9398], [3.9078, -20.4227, 1.3692], [3.3054, -22.0972, 1.1406], [-0.0459, -13.3373, 1.3984], [1.0714, -12.9860, 2.2512], [-1.2320, -12.9215, 1.7029], [0.0786, -13.9756, 0.2596], [-1.5757, -12.3027, 2.5837], [-1.9794, -13.4692, 1.2288], [1.0444, -13.7743, -0.0987], [-0.6158, -14.0951, -0.4505], [-3.8220, -17.8330, 2.0957], [-3.1118, -17.9247, 3.2698], [-5.1502, -18.0654, 2.0549], [-3.2895, -17.4955, 0.9352], [-5.5514, -18.4952, 2.9061], [-5.7553, -17.5701, 1.4176], [-2.2416, -17.2929, 0.9224], [-3.7838, -17.4632, 0.0403], [0.5989, -15.1777, 7.2369], [1.7730, -15.4157, 7.8676], [0.1062, -15.9908, 6.6869], [0.7378, -14.3788, 6.4911], [-0.1918, -14.8674, 7.9798], [1.6446, -15.9970, 8.5940], [-1.0083, -18.5721, -1.0242], [-0.4216, -19.4820, -1.9648], [-0.6781, -18.9980, -0.0471], [-2.1541, -18.6976, -1.1243], [-0.7688, -17.5662, -1.1061], [0.4835, -19.6056, -1.6757], [-2.2711, -21.0873, 1.0634], [-1.7485, -20.4074, 2.2407], [-1.6019, -21.1698, 0.2276], [-3.1877, -20.5586, 0.7645], [-2.6157, -22.1945, 1.3162], [-2.3344, -19.6859, 2.4990]], "e_above_lowest_kcal_mol": 33.2, "multiplicity": 1, "total_energy_ha": -2783.8638, "homo_lumo_gap_ha": 0.3205, "e_homo_ha": -0.312, "lumo_energy_ev": 0.22}

***

[6]
{"formula": "C8H10FN2O2", "method": "the ωB97M-V functional and the def2-TZVPD basis", "elements": ["C", "C", "C", "C", "C", "C", "C", "C", "N", "N", "O", "O", "F", "H", "H", "H", "H", "H", "H", "H", "H", "H", "H"], "positions_angstrom": [[3.5076, -0.7454, 0.1488], [3.2233, 0.3259, -0.6719], [2.5670, -1.4352, 0.8761], [1.8864, 0.7182, -0.7893], [1.2949, -0.8840, 0.8571], [0.9153, 0.2058, 0.0564], [-0.4878, 0.6125, -0.0042], [-2.8199, -0.2261, 0.1835], [-0.8422, 1.9233, -0.0299], [-1.3837, -0.3217, 0.2225], [-3.1948, -0.4434, -1.4001], [-3.3950, 0.9254, 0.5290], [-3.3759, -1.3217, 0.7428], [4.6354, -1.0470, 0.2341], [4.0184, 0.6041, -1.2893], [2.9218, -2.2600, 1.4660], [1.3752, 1.3112, -1.6259], [0.4530, -1.2109, 1.5369], [-0.2334, 2.5001, -0.6660], [-1.8203, 2.0045, -0.1739], [-1.0081, -1.2312, 0.3641], [-4.1080, -0.7324, -1.6318], [-4.1293, 0.7280, 1.0649]], "e_above_lowest_kcal_mol": 13.8, "multiplicity": 3, "total_energy_ha": -670.2913, "homo_lumo_gap_ha": [0.2278, 0.2287], "s_squared": 2.038, "e_homo_ha": [-0.361, -0.518], "lumo_energy_ev": [-3.63, -7.86], "total_charge": 1}